ORCA calculation (ωB97M-V with the def2-TZVPD basis set) on C20H41N2OP3Sc as an isolated structure at a distorted geometry.

XYZ file:
```
68
Properties=species:S:1:pos:R:3:mulliken_charge:R:1
Sc 0.57963 -0.94292 -0.67304 -1.308
P 2.52946 0.27743 -1.89645 1.588
P -0.84454 1.31077 -1.73126 1.153
P 1.54159 -2.48848 1.19742 1.529
H -1.62865 -1.49458 -2.30237 0.531
C -1.46541 -2.01586 -1.34454 -0.666
C -1.91409 -1.56525 -0.13626 -0.484
H -2.54511 -0.68135 -0.03279 0.369
C 2.88876 -0.15139 -3.63767 -0.494
C 2.71778 2.10679 -1.90826 -1.302
C 4.08426 -0.15675 -1.02380 -1.477
C -2.66670 1.38924 -1.50870 -1.427
C -0.49081 3.05803 -1.21896 -1.381
C -0.75575 1.49162 -3.56353 -1.300
C 0.24984 -3.24841 2.24015 -1.424
C 2.44103 -1.66612 2.54929 -1.289
C 2.64193 -3.90082 0.81396 -1.213
H -1.11018 -3.05047 -1.40510 0.342
H -1.88275 -2.22945 0.73424 0.403
H 3.97381 -0.26391 -3.80220 0.464
H 2.49906 0.63344 -4.30460 0.443
H 2.39164 -1.10095 -3.89601 -0.233
H 3.75654 2.34336 -2.18463 0.568
H 2.52397 2.49329 -0.89685 0.292
H 2.02458 2.56464 -2.62779 0.408
H 4.93560 0.24999 -1.59454 0.590
H 4.16899 -1.25068 -0.92980 0.350
H 4.06112 0.29706 -0.01991 0.281
H -3.12914 2.01891 -2.28898 0.468
H -2.89535 1.81725 -0.51888 0.379
H -3.09450 0.38232 -1.56505 0.414
H -0.98028 3.76983 -1.90787 0.469
H 0.58354 3.27413 -1.19245 0.269
H -0.89441 3.18256 -0.20458 0.373
H -1.44785 2.28286 -3.89559 0.519
H -1.04597 0.52957 -4.01139 0.381
H 0.27238 1.73503 -3.86636 0.293
H 0.62181 -4.15679 2.72982 0.469
H -0.63464 -3.50538 1.65118 0.286
H -0.05361 -2.52837 3.00549 0.366
H 2.79139 -2.40165 3.28051 0.448
H 1.75213 -0.97456 3.03495 0.336
H 3.28822 -1.09870 2.15966 0.369
H 2.68931 -4.60076 1.66574 0.509
H 3.66035 -3.55026 0.58442 0.375
H 2.24617 -4.40785 -0.07807 0.331
C 1.31636 -4.00292 -2.84381 0.878
C 2.04696 -3.86449 -4.03428 -0.559
C 2.47117 -5.02891 -4.71810 -0.715
C 2.15391 -6.30005 -4.24281 -0.632
C 1.43231 -6.42616 -3.05106 -0.714
C 0.94261 -5.27329 -2.37496 -0.305
O 1.06016 -2.80622 -2.08673 0.338
H 1.15263 -2.03623 -2.72539 -0.046
H 2.35261 -2.86999 -4.39842 0.061
H 3.14495 -4.93149 -5.56546 0.414
H 2.49507 -7.17376 -4.79321 0.427
H 1.26013 -7.42016 -2.63170 0.416
H 0.29909 -5.37147 -1.49084 0.427
N -0.37771 1.61295 2.81732 -0.038
C 0.85096 2.22782 2.59253 -0.923
C 1.39212 1.59847 1.50046 -0.622
N 0.51361 0.60386 1.04812 1.632
C -0.54904 0.64698 1.88333 -0.876
H -1.02419 1.84415 3.57808 0.284
H 1.25346 3.04605 3.20072 0.465
H 2.34809 1.76316 1.00481 0.408
H -1.44213 0.02202 1.86814 0.313
```

## Properties
energy relative to the best compared isomer or geometry (same formula, charge and spin): 0.000 eV
spin multiplicity: 1
largest force on an atom: 2.28 eV/A
charge: +3
E: -2755.30250 hartree
gap between HOMO and LUMO: 0.2290 hartree